DFT (the ωB97M-V functional and the def2-TZVPD basis) results for 2 unconnected molecules or ions with the total composition CHClFNO.

Summary:
HOMO (alpha / beta) = -7.17 / -7.15 eV
LUMO level (alpha / beta) = -0.9 / -0.9 eV
spin multiplicity = 1
relative energy (zero: lowest compared OMol25 entry of this formula, charge and spin) = 430.54 kJ/mol
net charge = 0
frontier orbital gap (alpha / beta) = 0.23023 / 0.22964 hartree

Structure (XYZ):
```
6
Properties=species:S:1:pos:R:3:nbo_charge:R:1
C 0.57942 -0.63644 -0.27881 0.115
N 3.12955 0.09179 0.19265 0.231
O 3.10976 1.16171 -0.16639 -0.173
F 0.75796 -0.59716 -1.59408 -0.324
Cl 0.11897 -2.19595 0.31844 0.002
H 0.25600 0.22552 0.11751 0.150
```